The following is a DFT calculation (ωB97M-V/def2-TZVPD) of a cluster of 3 separate species, C11H25ClNO5 in total.

Element x y z (Å)
Cl  2.306  1.430  -2.827
O  -0.584  -2.048  -2.717
O  -1.545  1.300  4.382
O  0.054  -1.128  -0.853
O  -2.501  -0.654  4.680
O  1.585  3.056  -0.356
N  1.269  1.708  -0.427
C  -0.930  2.274  3.548
C  -1.929  3.264  2.983
C  -0.972  -3.175  -3.531
C  -2.132  0.178  3.905
C  2.232  0.846  -1.182
C  4.588  1.835  -0.729
C  3.577  0.722  -0.482
C  -2.342  0.015  2.414
C  -2.463  -3.424  -3.480
C  -0.623  -3.400  -0.660
C  -0.348  -2.130  -1.418
H  -1.609  -3.320  -0.204
H  0.324  1.551  -0.801
H  -2.230  -1.038  2.170
H  0.116  -3.498  0.131
H  -2.467  3.752  3.794
H  -1.419  4.030  2.396
H  1.703  -0.097  -1.177
H  5.451  1.642  -0.105
H  -0.341  1.785  2.765
H  4.932  1.783  -1.753
H  -0.223  2.793  4.193
H  -0.587  -4.297  -1.270
H  -0.673  -2.895  -4.538
H  -2.729  -4.239  -4.151
H  4.009  -0.201  -0.850
H  1.515  3.409  -1.265
H  -3.359  0.320  2.174
H  -0.389  -4.055  -3.260
H  -2.667  2.777  2.346
H  -2.798  -3.687  -2.476
H  -1.649  0.581  1.794
H  -3.005  -2.530  -3.786
H  1.259  1.373  0.540
H  3.393  0.578  0.580
H  4.202  2.817  -0.499

Results
E_LUMO: -3.058 eV
gap between HOMO and LUMO: 9.4 eV
charge: +1
energy: -1324.9825 Eh